This record from OMol25 describes C30H40BeBrN3OSb2 as an isolated structure. The level of theory is ωB97M-V with the def2-TZVPD basis set.

Summary:
ΔE to the lowest compared entry with this formula, charge and spin   129.6 kJ/mol
E_LUMO   -6.886 eV
HOMO energy   -13.273 eV
Net charge   +2

Geometry as XYZ:
```
78
Properties=species:S:1:pos:R:3:forces:R:3:mulliken_charge:R:1
Be 8.289517 9.678756 12.939616 0.49 0.34 -0.16 -1.359
Br 11.610552 14.630036 16.614341 0.08 -0.01 -0.11 -0.119
C 10.765903 13.050791 16.022346 0.84 0.33 0.59 0.013
C 9.681853 12.605467 16.776363 0.75 -0.57 -1.35 -0.776
C 9.011682 11.475892 16.360939 -0.33 0.35 0.41 -0.584
C 9.407421 10.869580 15.183359 -0.30 -0.15 0.24 -0.289
C 10.516108 11.295619 14.498866 1.02 0.13 -0.82 0.841
C 11.293376 12.350559 14.940773 -1.37 0.24 0.54 -0.838
N 8.637404 9.837872 14.606360 0.33 -0.09 0.53 1.031
C 8.108800 8.908820 15.306150 0.22 0.18 0.83 -0.234
C 7.290807 8.007458 14.536617 -0.36 -1.71 -1.03 0.257
C 6.520048 6.943217 14.942104 -1.07 -1.52 -0.18 -0.846
C 5.845974 6.118565 13.945547 1.36 1.60 -0.11 -0.530
C 6.036705 6.446159 12.591014 0.17 -0.23 1.51 -0.916
C 6.860456 7.534923 12.293493 -1.06 -1.20 -0.46 0.428
N 7.463833 8.233790 13.210820 -0.25 1.04 -0.19 0.801
H 9.417037 13.146674 17.633452 -0.50 0.56 1.04 0.530
H 8.144802 11.149854 16.923312 -0.02 -0.12 -0.11 0.471
H 10.806708 10.809236 13.582207 -0.06 -0.23 -0.04 -0.160
H 12.174847 12.670300 14.420554 0.21 0.11 -0.08 0.544
H 8.282815 8.739274 16.378746 -0.14 0.40 -0.39 0.671
H 6.424387 6.649422 16.003631 0.05 0.43 -0.70 0.507
H 5.251617 5.265429 14.244979 0.02 0.09 0.06 0.482
H 5.640815 5.868646 11.770300 -0.27 -0.07 0.12 0.516
H 6.951602 7.810458 11.255106 0.42 0.29 -0.14 0.377
C 8.107565 8.702701 7.359837 -0.35 0.85 0.59 -1.380
Sb 6.562148 9.659510 8.558939 0.25 0.37 -0.81 0.552
C 5.019924 9.339686 7.098067 -0.73 0.57 0.70 -1.275
C 6.816485 11.800219 7.992068 0.43 -0.29 0.21 -1.956
C 8.019172 12.461723 8.643572 -0.66 0.29 0.53 1.320
C 9.126323 12.753978 7.865377 0.19 -0.58 -0.24 -0.786
C 10.284404 13.362051 8.364353 -2.09 0.21 0.35 -0.774
C 10.315863 13.902268 9.643328 -0.72 -1.21 1.99 -0.872
C 9.224852 13.551271 10.503329 -0.68 -0.64 -0.65 -0.513
C 8.057860 12.863399 9.997080 2.26 1.11 -0.10 1.055
C 6.839754 12.882349 10.821119 -1.13 1.42 0.66 -1.498
Sb 6.580023 11.498461 12.438041 0.20 -0.44 0.47 0.729
C 6.110207 12.726183 14.141349 0.46 0.59 -0.35 -1.191
C 4.738045 10.459162 12.139293 -0.01 -0.04 1.06 -1.058
H 8.115465 9.103159 6.373814 -0.13 0.46 -0.83 0.498
H 7.852209 7.672213 7.275631 -0.07 -0.90 0.12 0.507
H 9.097791 8.850591 7.758065 0.19 -0.27 0.14 0.326
H 4.595257 8.342955 7.103665 0.37 -0.29 -0.25 0.383
H 5.280855 9.717956 6.124460 0.53 -0.36 -0.46 0.390
H 4.174622 9.974088 7.360637 -0.08 0.15 0.38 0.387
H 5.850115 12.224472 8.290564 0.24 0.07 -0.11 0.633
H 6.904398 11.905220 6.901128 -0.13 -0.27 0.32 0.590
H 9.030557 12.461250 6.810299 0.53 0.19 0.40 0.350
H 11.033193 13.467483 7.661364 1.77 0.57 -1.04 0.608
H 11.174776 14.445515 10.081600 -0.56 -0.40 -0.59 0.399
H 9.176457 13.722213 11.612403 0.43 0.45 -1.25 0.335
H 6.022035 12.755181 10.108149 -0.36 0.07 0.62 0.301
H 6.728209 13.921319 11.309380 0.03 -1.61 -0.70 0.554
H 5.519216 13.620121 13.882810 0.11 -0.51 -0.06 0.419
H 7.051702 13.085415 14.589638 -0.35 -0.27 -0.12 0.352
H 5.565058 12.115872 14.851301 -0.07 -0.06 0.15 0.368
H 3.911977 11.170899 12.197191 0.00 -0.21 -0.79 0.450
H 4.516828 9.730426 12.931662 0.46 0.32 0.26 0.362
H 4.877580 9.826274 11.278526 -0.49 0.35 -0.77 0.187
O 9.564925 9.644214 11.989885 -0.36 0.05 -0.62 -0.074
C 9.829147 9.270546 10.802761 0.13 -0.54 0.43 -0.827
C 10.332772 10.196173 9.783800 0.43 0.79 0.85 2.567
C 11.903928 9.985541 9.925546 -0.08 0.36 -0.08 -0.938
C 12.407231 9.326565 11.235250 1.33 -0.22 0.14 0.103
C 12.299118 7.754695 11.345582 0.27 0.01 -1.73 -0.715
C 10.855766 7.225794 11.451948 0.48 -2.14 1.39 -0.617
N 10.003972 7.973180 10.539310 -0.55 -0.24 -1.17 0.341
H 9.989508 11.197073 10.039569 0.34 0.06 -0.11 -1.766
H 10.027381 9.972949 8.785130 -0.16 -0.17 -0.44 -0.149
H 12.354132 10.983040 9.787223 -0.10 -0.42 0.25 0.480
H 12.254056 9.380753 9.088109 -0.12 -0.04 -0.06 0.398
H 12.048214 9.897081 12.087376 -0.44 -0.34 0.29 -0.536
H 13.495639 9.523187 11.321743 -0.47 -0.09 -0.43 0.490
H 12.980644 7.324133 12.101314 -0.62 0.39 -0.01 0.446
H 12.719769 7.361634 10.381240 -0.23 0.38 0.62 0.317
H 10.586372 7.371427 12.510922 -0.61 0.16 -0.55 0.087
H 10.723034 6.086901 11.291281 0.46 1.93 -0.04 0.445
H 10.107403 7.774077 9.515500 0.23 0.13 1.46 0.378
```
Forces are in eV/Å.